Density functional theory data (the ωB97M-V functional and the def2-TZVPD basis) for 11 unconnected molecules or ions with the total composition C31H64Cl21INO4P2.

- ΔE to the lowest compared entry with this formula, charge and spin (kJ/mol) = 0.0
- gap between HOMO and LUMO (eV) = 8.34
- charge = +1
- LUMO level (eV) = -2.933
- E_tot (eV) = -332511.7242
- max |F| (eV/A) = 0.7
- spin multiplicity = 1

```
124
Properties=species:S:1:pos:R:3:forces:R:3
C 2.165700 -4.422197 -2.716894 -0.0185 0.0880 0.0950
C 0.675553 -4.357201 -2.336372 0.5199 -0.4284 -0.3092
C -0.147950 -5.259352 -3.268536 0.1302 0.1950 -0.1745
C 0.531029 -4.706416 -0.841407 -0.3623 0.4240 0.0607
C 0.937187 -3.506831 0.022656 0.3366 -0.3500 -0.2899
C -0.884373 -5.157425 -0.457518 0.1946 -0.0312 -0.3243
O -1.051422 -6.577618 -0.643095 -0.0086 0.0169 0.1712
C -1.211640 -7.333170 0.514742 -0.0120 0.0146 0.1123
O -2.481154 -7.173964 1.101883 -0.0273 0.0050 0.0006
C -1.204034 -8.788811 0.056509 0.1301 0.1721 -0.2578
C 0.167993 -9.359052 -0.257495 -0.2509 -0.2451 0.2091
Cl 0.835023 -8.716187 -1.765659 0.0416 0.0861 -0.0094
N 1.157000 -9.177710 0.892495 -0.0872 0.2502 -0.3816
P 2.852639 -8.575598 0.494423 0.3832 -0.1523 0.6201
O 3.674718 -8.836863 1.673202 -0.0232 0.0344 0.0536
C 0.640163 -8.315979 2.028870 0.1358 0.0488 0.2575
P -0.367605 -9.323256 3.328703 -0.3506 0.1513 -0.1316
O -0.306374 -10.840467 2.659519 0.6253 0.0717 -0.2756
I 1.391391 -9.528530 4.967180 0.0132 -0.1707 0.0199
C -0.100300 -7.068464 1.562687 -0.0680 -0.1346 0.0937
H 2.655242 -5.282243 -2.246921 -0.0015 -0.0503 -0.0702
H 2.297315 -4.520151 -3.794407 -0.0072 0.0596 -0.0190
H 2.705559 -3.530665 -2.398874 0.0361 -0.0349 0.0804
H 0.368477 -3.321180 -2.500069 -0.2193 -0.0262 0.1340
H -1.156641 -4.872916 -3.417366 -0.1044 -0.1665 0.1755
H 0.310153 -5.275923 -4.258108 -0.0220 0.0200 -0.0253
H -0.198474 -6.289179 -2.918542 -0.0708 0.0016 0.0391
H 1.205682 -5.551382 -0.649727 -0.0584 -0.0617 0.0424
H 2.012652 -3.340292 -0.050021 -0.0035 0.1017 0.0373
H 0.683159 -3.663539 1.073152 0.0286 0.1198 0.0397
H 0.427282 -2.618158 -0.341972 0.1132 -0.0015 0.2372
H -1.102358 -4.881448 0.578049 -0.0593 0.0235 -0.0067
H -1.614894 -4.676075 -1.105568 -0.1223 0.0703 0.1536
H -2.579510 -6.276739 1.447410 -0.0068 -0.0726 -0.0818
H -1.721585 -9.402708 0.795854 0.0328 0.0284 0.0699
H -1.783180 -8.838410 -0.865403 -0.0909 -0.0621 0.0507
H 0.070558 -10.431798 -0.410077 0.1539 -0.0214 -0.0474
H 1.335918 -10.102970 1.307945 -0.0317 -0.0005 0.0241
H 3.186007 -9.304631 -0.643042 -0.1507 0.1007 -0.1681
H 2.559631 -7.237413 0.216920 -0.0910 -0.0630 -0.3550
H 1.535712 -8.002225 2.565471 0.0158 -0.0136 0.0192
H -0.698589 -10.902462 1.778833 -0.4190 -0.1188 0.2787
H -0.568348 -6.672759 2.466882 0.0505 0.1013 -0.0022
H 0.606444 -6.310585 1.229035 -0.0017 -0.0315 -0.1501
Cl 0.254944 -0.606306 2.733901 0.0017 -0.0018 -0.0027
C -1.395159 -0.015549 2.380428 -0.0295 -0.0124 -0.0758
C -2.198138 -1.023760 1.607415 -0.0917 -0.0680 0.0254
Cl -1.598094 -1.245461 -0.059510 -0.2355 0.0847 -0.0330
H -1.302203 0.926085 1.845366 0.0548 -0.0155 -0.0218
H -1.876671 0.175386 3.335107 0.0388 -0.0612 -0.0486
H -3.229185 -0.685067 1.524841 0.0244 0.0754 -0.0012
H -2.182656 -1.994052 2.099674 0.0303 -0.0122 -0.0228
Cl -0.128682 -0.531594 -3.304532 -0.1017 -0.1158 -0.0945
C -1.557027 0.224495 -4.074107 -0.0775 0.0193 -0.0657
C -1.760815 1.656900 -3.647424 0.0592 0.0634 -0.0027
Cl -2.262535 1.808706 -1.944958 -0.0280 -0.1449 -0.2365
H -2.421850 -0.387359 -3.829739 0.0304 -0.0185 0.0596
H -1.386672 0.183918 -5.148465 0.0128 0.0281 0.0011
H -2.559896 2.094483 -4.245295 0.0006 -0.0157 -0.0139
H -0.856135 2.246341 -3.779427 0.0292 -0.0347 0.0557
Cl -0.782505 4.311238 2.263243 0.0072 -0.0125 -0.0134
C -0.330312 4.469067 3.981731 0.0738 0.0838 0.0157
C -0.137610 3.129687 4.639714 -0.0235 -0.0684 0.0773
Cl -1.685020 2.246787 4.792454 -0.0494 0.1374 0.1836
H -1.105633 5.052773 4.469161 -0.0101 -0.0955 -0.0349
H 0.604448 5.024503 4.017962 0.0212 -0.0335 -0.0370
H 0.248754 3.262365 5.648892 -0.0278 0.0475 0.0036
H 0.551717 2.495540 4.089396 -0.2182 -0.0459 -0.0077
Cl 1.692473 3.454997 -3.262329 -0.0922 0.0034 0.0034
C 2.175933 3.626010 -1.545106 -0.0504 -0.0330 -0.0394
C 2.362687 2.293734 -0.868724 0.0857 -0.0653 0.0532
Cl 0.831144 1.394260 -0.720501 0.1387 0.0787 0.2008
H 1.414206 4.223182 -1.050813 -0.0234 -0.0224 -0.0077
H 3.116991 4.169361 -1.540409 0.0226 -0.0373 -0.0918
H 2.758711 2.451977 0.133613 -0.0829 0.0378 0.0254
H 3.050410 1.663407 -1.424718 0.0172 0.0317 -0.0071
Cl -3.247617 9.919528 3.149753 0.0122 -0.0057 0.0003
C -3.341646 8.444071 2.151213 -0.0102 0.0029 -0.0699
C -4.030033 7.309894 2.862791 -0.0154 0.0009 -0.0696
Cl -3.067460 6.701846 4.237995 -0.1197 0.0687 0.0488
H -2.328779 8.170706 1.866715 0.0114 0.0053 0.0318
H -3.905730 8.698638 1.255316 -0.0152 0.0023 0.0106
H -4.163928 6.481936 2.170833 0.1198 -0.0095 0.0344
H -5.001408 7.608501 3.249062 0.0311 0.0362 0.0492
Cl -3.619490 2.369143 0.887110 -0.0321 0.0051 0.2218
C -5.390740 2.172133 0.878292 -0.0364 -0.0440 -0.0306
C -6.080218 3.371968 0.281883 -0.0605 0.0101 -0.1264
Cl -5.897214 4.818831 1.303278 -0.1012 -0.1053 0.1328
H -5.708498 1.999528 1.903627 0.0175 0.0365 0.0115
H -5.618395 1.290702 0.279870 0.0259 0.0179 -0.0334
H -7.147265 3.174285 0.191102 -0.0029 0.0046 0.0487
H -5.678420 3.616821 -0.698988 0.0567 0.0073 0.0240
Cl -4.068366 4.366734 -2.934244 -0.1106 0.0157 -0.0389
C -5.456980 5.185804 -3.700307 -0.0021 0.0254 -0.0489
C -5.604054 6.609998 -3.230063 -0.0231 0.0891 -0.0242
Cl -6.060898 6.691642 -1.507708 0.0182 -0.0023 -0.0940
H -6.347171 4.604122 -3.472982 0.0057 0.0011 0.0247
H -5.291307 5.170453 -4.776126 0.0340 0.0157 0.0055
H -6.390482 7.102232 -3.799544 -0.0210 -0.0137 0.0180
H -4.678475 7.166444 -3.352112 0.0191 -0.0257 0.0196
Cl 4.836104 1.684551 -3.480537 0.2094 0.0304 -0.0423
C 4.444285 0.212691 -4.401106 -0.0979 -0.0125 -0.0263
C 3.651397 -0.764559 -3.570897 -0.0702 -0.0064 -0.0416
Cl 4.618044 -1.459998 -2.238645 0.0025 0.0245 0.0264
H 5.376719 -0.216415 -4.758038 0.0140 -0.0147 0.0538
H 3.842823 0.518499 -5.255809 -0.0107 0.0272 0.0168
H 3.323051 -1.593876 -4.195827 0.0144 -0.0138 0.0059
H 2.779126 -0.285900 -3.130722 0.0113 0.0066 0.0186
Cl 3.632173 5.352904 0.744277 0.0259 0.1115 0.0761
C 4.101310 5.466813 2.459923 0.0868 -0.1389 0.0538
C 4.279402 4.106409 3.080584 0.0320 0.0033 0.0509
Cl 2.729066 3.224208 3.209978 0.2993 -0.0008 -0.1280
H 3.334793 6.043991 2.970483 -0.0204 -0.0163 -0.0137
H 5.041280 6.011076 2.498481 0.0174 -0.0323 -0.0414
H 4.670478 4.217948 4.090264 -0.0394 0.0003 0.0145
H 4.962476 3.486952 2.505446 -0.0309 0.0061 -0.0440
Cl 7.095600 7.545560 0.399179 -0.0152 -0.0199 0.0012
C 5.946942 8.874351 0.087799 -0.0133 0.0528 -0.0525
C 5.630219 9.648271 1.342358 0.0293 0.0016 -0.0669
Cl 4.710793 8.645157 2.495526 -0.0283 0.2403 0.0986
H 5.049023 8.437103 -0.341558 0.0007 -0.0306 0.0243
H 6.407689 9.535344 -0.644017 0.0350 -0.0068 0.0177
H 5.013931 10.511593 1.099290 -0.0403 -0.0313 -0.0052
H 6.532474 9.986256 1.844611 0.0088 -0.0439 0.0148
```
Forces are in eV/Å.

=====

Density functional theory data (the ωB97M-V functional and the def2-TZVPD basis) for 4 unconnected molecules or ions with the total composition C31H65ClN3O13S3 in a non-equilibrium geometry.

- gap between HOMO and LUMO (eV) = 8.60
- charge = +1
- LUMO level (eV) = -3.517
- E_tot (eV) = -109304.2884
- max |F| (eV/A) = 3.8
- spin multiplicity = 1

```
116
Properties=species:S:1:pos:R:3:forces:R:3
C 3.920303 3.392781 3.071101 -1.0742 -0.1670 0.2813
C 2.581185 2.531599 2.987931 1.4595 -0.4632 0.3117
C 2.869086 1.226588 2.109320 -1.8581 0.7856 0.0675
C 1.961626 1.339363 0.815385 0.4172 -1.1537 -0.4231
C 2.643890 0.796266 -0.494480 -0.3329 0.6398 -0.3837
C 3.762957 1.775150 -1.061737 -1.1589 0.2830 0.1557
C 3.610484 1.940331 -2.623877 0.6785 -0.3093 0.5132
C 3.647784 0.539792 -3.384203 0.5612 1.3792 -0.6952
C 2.541766 0.435663 -4.492623 -0.7944 -0.6208 0.0197
C 1.104690 0.085107 -3.926615 0.8272 -0.9076 0.1151
C 1.199170 -1.314900 -3.179254 -1.4651 0.7085 -0.1941
C -0.194009 -2.060783 -3.306875 1.3054 -0.5572 1.8085
C -1.111362 -1.601286 -2.107014 -1.2869 -0.1595 -1.1060
C -1.985699 -0.298032 -2.448247 1.3920 -2.4301 -0.0411
N -3.236562 -0.386795 -1.639627 -0.7910 1.6642 1.4004
C -3.198443 0.326217 -0.423898 0.7995 -0.8743 -0.1268
N -2.476187 -0.299489 0.658148 -0.6295 1.4187 -1.3505
C -3.391806 -0.960832 1.620142 0.4342 -2.0878 -0.2651
C -3.888771 -2.326691 0.991627 -1.7279 0.1363 0.2317
C -5.184096 -2.852654 1.757216 1.2798 0.5392 -0.6082
Cl -2.612885 -3.624791 1.008561 -0.4061 0.8068 -0.0420
N -3.768542 1.513369 -0.282526 0.4070 -1.8402 -0.7519
O -3.666977 2.061283 0.966408 -0.3884 0.6700 -0.0039
C -2.822945 3.235467 0.961994 1.6144 1.4610 0.4997
C -1.304267 2.962948 0.684866 -0.3449 0.2658 0.4006
C -4.510752 2.192785 -1.362215 -0.7038 3.5774 -1.1801
C -5.644114 3.178409 -0.804687 -0.2017 -1.3029 0.2954
C -3.556087 3.102217 -2.283443 0.0108 -0.1929 -0.4719
C -3.533284 2.633134 -3.792607 0.9003 0.2971 0.0622
C -2.141995 3.078371 -4.431969 -0.2160 0.0796 -0.0878
H 3.656304 4.479447 3.062382 0.5208 -0.8250 0.0774
H 4.428533 3.134712 4.030784 -0.1271 0.3652 -0.8738
H 4.576079 3.138908 2.205160 -0.4212 0.4143 0.6951
H 1.743878 3.151270 2.581292 0.6415 -0.6374 0.1604
H 2.292863 2.216001 4.024514 0.1866 0.3980 -0.8466
H 2.531398 0.327822 2.708952 0.6711 0.8716 -0.9119
H 3.938714 1.124929 1.812861 -0.7828 0.1140 0.4598
H 1.609230 2.388690 0.610055 0.4992 -0.8862 0.2904
H 1.045731 0.710904 0.987641 0.5215 0.5707 -0.1051
H 3.006306 -0.259335 -0.387618 -0.2365 0.9006 0.1073
H 1.839433 0.770357 -1.286237 0.7118 -0.0517 0.7200
H 4.792342 1.477485 -0.749737 -0.7614 0.1159 -0.3993
H 3.551454 2.780597 -0.592293 0.4262 -0.8818 -0.4193
H 2.676132 2.518699 -2.867931 0.6907 -0.6708 0.3399
H 4.468043 2.587140 -2.957010 -0.8358 -0.6061 0.0631
H 3.657684 -0.311515 -2.662746 -0.3140 0.6126 -0.6509
H 4.643069 0.510313 -3.912617 -0.9419 -0.1703 0.5088
H 2.821021 -0.410623 -5.181824 -0.3128 0.7984 0.5513
H 2.440642 1.348621 -5.130334 0.5218 -0.5024 0.6361
H 0.706702 0.870448 -3.224012 0.5174 -0.5647 -0.5795
H 0.334139 -0.032355 -4.737559 0.9110 0.3175 0.4398
H 2.033308 -1.963297 -3.535761 -0.5924 0.6853 0.0725
H 1.338223 -1.086292 -2.089107 0.1879 -0.5784 -0.9857
H 0.024293 -3.155931 -3.142850 -0.3636 0.9905 -0.2221
H -0.671931 -1.987266 -4.313944 0.3085 0.2067 0.8002
H -1.870093 -2.422200 -1.948813 0.6461 0.8911 0.0184
H -0.577671 -1.462716 -1.137758 -0.1829 -0.1780 -0.8694
H -1.379582 0.621256 -2.263845 -0.8011 -0.4447 -0.2951
H -2.266453 -0.433917 -3.528419 0.1279 0.6223 1.0777
H -4.087918 -0.233319 -2.172862 0.3528 0.3030 0.0190
H -1.843367 0.367359 1.098441 -0.4200 -0.0626 0.1075
H -2.755279 -1.255767 2.499047 -0.8130 0.6198 -0.6354
H -4.285028 -0.354754 1.908104 0.7977 -0.3008 -0.1156
H -4.205034 -2.201968 -0.076865 0.6877 0.0144 0.9024
H -5.882384 -1.973409 1.808644 0.4196 -1.0238 0.1419
H -5.635946 -3.690279 1.163649 0.3808 0.7595 0.8085
H -4.837321 -3.180843 2.765990 -0.7224 0.1707 -0.6889
H -2.891744 3.666207 1.998341 -0.2684 -0.7249 -0.9310
H -3.180406 4.046450 0.277910 -0.0389 -0.9698 0.3648
H -0.782451 3.956029 0.728241 -0.4825 -0.8464 -0.1059
H -1.115152 2.537294 -0.330439 -0.0470 0.1388 0.8644
H -0.847770 2.348382 1.508203 -0.4069 0.3836 -0.9493
H -5.044667 1.517572 -2.067852 0.6438 -0.0608 1.0119
H -5.341845 3.702512 0.129972 -0.2356 -0.4738 -0.7251
H -6.533445 2.520202 -0.599909 0.6284 1.0019 0.0397
H -5.912667 3.954848 -1.566040 0.2959 -0.9749 0.5649
H -2.504431 3.137878 -1.899943 -0.8876 -0.3069 -0.2521
H -3.909477 4.170840 -2.288776 0.3065 -1.0705 0.2870
H -4.354002 3.102738 -4.400028 0.5814 -0.5288 0.8313
H -3.659424 1.516364 -3.829679 0.1584 1.0124 -0.1618
H -1.645640 3.858810 -3.794918 -0.5233 -0.6303 -0.5541
H -2.291179 3.542422 -5.444383 0.2225 -0.6288 0.9234
H -1.416020 2.227445 -4.509939 -0.6991 0.6838 -0.0066
C 3.835888 1.699209 9.075800 -0.5200 -0.1865 0.1172
C 3.604473 1.186108 7.665129 0.4893 -0.4038 0.1017
O 3.337208 2.357812 6.888937 -0.0265 0.5987 0.4463
S 4.176004 3.602068 7.498387 0.0864 -0.2124 0.0742
O 5.375526 3.749655 6.736569 -0.6668 0.2045 0.4398
O 3.272552 4.681784 7.733998 0.5294 -0.4593 -0.3632
O 4.558200 2.923215 8.915758 0.0258 0.0891 -0.7460
H 2.890219 1.923739 9.575649 0.0229 -0.0432 -0.0121
H 4.407592 0.997888 9.681089 0.1534 0.2043 -0.0440
H 2.771055 0.488784 7.606385 -0.0605 0.1996 -0.1566
H 4.503594 0.711259 7.264134 -0.0549 -0.0477 0.0467
C 1.870157 -3.418546 2.741387 0.2376 -0.3567 -0.4272
C 2.376615 -4.400960 3.782889 -0.5781 -0.1022 0.1777
O 3.507619 -3.757972 4.375375 0.0319 0.7367 -0.3717
S 3.268770 -2.158831 4.380750 0.0997 -0.3042 -0.0493
O 2.774349 -1.781798 5.668269 0.3209 0.1417 -0.6888
O 4.396527 -1.531574 3.773045 -0.5601 -0.2390 0.5888
O 2.030976 -2.126892 3.336339 0.2220 -0.1460 0.6405
H 2.478420 -3.454792 1.834133 -0.0261 -0.0354 0.0245
H 0.825938 -3.591254 2.484348 0.0016 0.2201 0.1278
H 2.663296 -5.356743 3.348961 0.2413 0.1197 0.0755
H 1.631740 -4.566040 4.565893 -0.0138 -0.0322 -0.0709
C -1.948661 -6.656791 -4.028137 -0.2534 0.3676 0.2853
C -2.330641 -5.918433 -5.299232 -0.2659 -0.5140 -0.2065
O -1.131458 -5.262413 -5.717452 0.4472 -0.0821 0.5824
S 0.143142 -6.168622 -5.296321 -0.0530 -0.1973 -0.1781
O 0.539280 -6.939910 -6.429606 0.0376 0.4688 0.7774
O 1.053046 -5.350338 -4.559706 -0.3748 -0.3338 -0.5379
O -0.627363 -7.146579 -4.262625 0.1159 0.2944 -0.6220
H -1.914583 -5.978221 -3.171343 -0.0473 -0.0093 -0.0180
H -2.625517 -7.481180 -3.810156 0.2227 -0.1026 -0.0621
H -3.126742 -5.194252 -5.136599 0.2137 0.1456 -0.0490
H -2.628573 -6.615129 -6.086982 -0.0523 0.0090 0.0657
```
Forces are in eV/Å.